68
Properties=species:S:1:pos:R:3:nbo_charge:R:1 method="wB97M-V/def2-TZVPD" charge=+1 homo_ev="-10.49 / -11.03" lumo_ha="-0.1494 / -0.1579" multiplicity=3 s_squared=2.016 e_tot_ev=-87522.426 orbital_gap_ev="6.42 / 6.73"
W 0.013 0.760 -0.367 1.4324
O -4.306 0.381 -1.775 -0.6664
C -4.745 1.487 -1.135 0.3539
C -6.126 1.680 -1.110 -0.2785
C -6.663 2.771 -0.463 -0.1352
C -5.841 3.707 0.167 -0.2529
C -4.478 3.535 0.131 -0.1323
C -3.904 2.423 -0.507 -0.1993
C -2.453 2.275 -0.512 0.6050
O -1.953 1.096 -0.813 -0.7475
N -1.688 3.297 -0.193 -0.3791
N -0.394 2.891 -0.186 -0.2675
C 0.584 3.710 -0.095 0.0808
C 1.917 3.131 -0.186 0.1449
C 3.058 3.913 -0.208 -0.1983
C 4.285 3.306 -0.425 -0.1172
C 4.330 1.939 -0.634 -0.2249
C 3.154 1.213 -0.582 0.0976
N 1.973 1.783 -0.328 -0.4678
H -3.335 0.371 -1.768 0.5097
H -6.751 0.957 -1.617 0.2374
H -7.737 2.903 -0.449 0.2270
H -6.270 4.562 0.670 0.2279
H -3.818 4.253 0.596 0.2346
H 0.419 4.780 -0.028 0.2340
H 2.975 4.984 -0.085 0.2445
H 5.189 3.899 -0.449 0.2440
H 5.259 1.427 -0.838 0.2478
H 3.149 0.144 -0.749 0.2264
C 1.958 -5.796 -0.654 -1.1119
Si 2.572 -4.217 -1.439 1.6242
C 1.769 -3.920 -3.092 -1.1237
C 4.432 -4.256 -1.638 -1.1107
C 2.230 -2.823 -0.176 -0.4806
C 2.940 -2.836 1.017 -0.1214
C 2.812 -1.831 1.982 -0.2234
C 1.952 -0.795 1.733 0.0330
N 1.224 -0.766 0.602 -0.5804
C 1.350 -1.741 -0.330 0.0956
S 0.297 -1.339 -1.642 0.0212
H 2.215 -6.657 -1.274 0.2509
H 0.873 -5.782 -0.538 0.2460
H 2.399 -5.956 0.332 0.2387
H 2.120 -4.697 -3.777 0.2517
H 2.036 -2.953 -3.520 0.2538
H 0.681 -3.979 -3.049 0.2520
H 4.718 -5.068 -2.310 0.2519
H 4.956 -4.413 -0.694 0.2357
H 4.797 -3.324 -2.075 0.2407
H 3.628 -3.651 1.216 0.2261
H 3.382 -1.857 2.900 0.2307
H 1.825 0.033 2.420 0.2153
Cl -4.857 -2.225 2.104 0.0088
C -4.074 -1.389 0.774 -0.3815
Cl -2.334 -1.807 0.660 -0.0316
H -4.139 -0.319 0.935 0.2261
H -4.525 -1.674 -0.167 0.2487
N -0.890 0.090 2.694 -0.3150
C -0.711 0.400 3.982 0.0107
C -0.091 1.632 4.022 -0.3280
C 0.058 1.996 2.685 0.0014
N -0.437 1.055 1.874 -0.3683
H -1.347 -0.721 2.289 0.4404
H -1.043 -0.263 4.763 0.2483
H 0.200 2.191 4.893 0.2570
H 0.485 2.897 2.284 0.2269
N 0.447 1.780 -3.460 -0.3702
C 0.245 1.403 -2.388 -0.0698

=====

71
Properties=species:S:1:pos:R:3:nbo_charge:R:1 method="wB97M-V/def2-TZVPD" charge=+1 homo_ev=-11.46 lumo_ha=-0.1648 e_tot_ev=-135498.618 orbital_gap_ev=6.97
Sn -0.088 -0.018 -0.161 2.3418
Se 5.467 0.022 5.481 1.0881
N 3.718 0.014 5.500 -0.6149
C 3.261 0.020 4.261 0.0836
C 1.874 0.032 3.896 0.0083
C 0.842 0.048 4.841 -0.0919
C -0.462 0.066 4.400 -0.2209
C -0.709 0.077 3.031 0.0956
N 0.262 0.051 2.143 -0.4951
C 1.538 0.031 2.529 0.1521
C 2.571 0.011 1.515 0.2528
N 2.205 -0.037 0.233 -0.5250
C 3.101 -0.024 -0.733 0.0908
C 4.466 0.030 -0.468 -0.2236
C 4.889 0.049 0.844 -0.0784
C 3.934 0.032 1.866 -0.0798
C 4.279 0.027 3.258 0.1104
N 5.511 0.024 3.732 -0.6161
H 1.103 0.049 5.889 0.2581
H -1.288 0.078 5.093 0.2509
H -1.716 0.105 2.643 0.2283
H 2.719 -0.070 -1.744 0.2434
H 5.168 0.044 -1.285 0.2543
H 5.933 0.070 1.117 0.2591
O 0.050 0.960 -4.207 -0.5572
C 0.048 1.183 -3.027 0.7889
O 0.092 0.147 -2.203 -0.8619
C 0.023 2.577 -2.485 -0.3219
C -0.012 3.586 -3.439 -0.0146
C -0.015 4.921 -3.064 -0.0573
C 0.000 5.273 -1.726 -0.1019
C 0.028 4.283 -0.759 -0.0906
C 0.064 2.904 -1.107 0.4748
O 0.157 2.058 -0.126 -0.8111
N 0.032 4.685 0.629 0.5315
O 0.041 5.872 0.850 -0.3665
O 0.016 3.832 1.493 -0.3862
N -0.019 5.969 -4.073 0.5355
O -0.016 5.622 -5.229 -0.3593
O -0.019 7.109 -3.674 -0.3645
H -0.028 3.319 -4.487 0.2736
H -0.009 6.316 -1.438 0.2883
N -7.538 -7.140 -0.099 -0.2506
C -6.692 -6.369 -0.083 0.2514
C -5.654 -5.403 -0.061 -0.1590
C -4.886 -5.173 -1.202 -0.1484
C -3.875 -4.234 -1.172 -0.2116
C -3.643 -3.498 -0.014 0.0216
C -4.419 -3.717 1.120 -0.2290
C -5.412 -4.675 1.104 -0.1393
C -2.588 -2.463 -0.001 0.1596
C -3.032 -1.144 -0.050 -0.0018
C -4.378 -0.723 -0.188 -0.1393
C -4.379 0.654 -0.204 -0.2997
C -3.050 1.057 -0.079 0.0636
N -2.246 -0.008 0.016 -0.6407
C -1.277 -2.936 0.050 -0.0014
C -0.904 -4.291 0.194 -0.1466
C 0.472 -4.336 0.217 -0.3018
C 0.914 -3.023 0.081 0.0454
N -0.122 -2.186 -0.004 -0.6179
H -5.086 -5.730 -2.104 0.2432
H -3.275 -4.048 -2.051 0.2344
H -4.231 -3.144 2.015 0.2264
H -6.006 -4.861 1.986 0.2399
H -5.222 -1.377 -0.286 0.2446
H -5.227 1.303 -0.302 0.2498
H -2.665 2.060 -0.040 0.2329
H -1.586 -5.115 0.278 0.2442
H 1.095 -5.203 0.311 0.2456
H 1.929 -2.676 0.036 0.2125

=====

17
Properties=species:S:1:pos:R:3:nbo_charge:R:1 method="wB97M-V/def2-TZVPD" smiles="CNC(=O)CN.O" homo_ev=-9.57 lumo_ha=0.0204 e_tot_ev=-10347.989 orbital_gap_ev=10.12
C 0.876 -0.972 -1.367 -0.4193
N 0.494 -0.612 -0.012 -0.6542
C 1.330 -0.974 1.025 0.6701
O 2.483 -1.344 0.933 -0.5871
C 0.680 -0.823 2.364 -0.3282
N 0.322 0.594 2.627 -0.8291
H 1.357 -1.944 -1.399 0.2264
H -0.048 -1.228 -1.905 0.1917
H 1.360 -0.187 -1.939 0.1946
H 0.076 0.274 0.204 0.4067
H 1.289 -1.319 3.128 0.2064
H -0.199 -1.472 2.419 0.2019
H -0.606 0.599 3.059 0.3564
H 0.854 0.864 3.443 0.3638
O -3.597 3.126 -4.398 -0.9348
H -3.017 3.240 -3.649 0.4670
H -3.654 2.177 -4.534 0.4678

=====

15
Properties=species:S:1:pos:R:3:nbo_charge:R:1 method="wB97M-V/def2-TZVPD" smiles="CC(O)=C=O.C=C" homo_ev=-8.48 lumo_ha=0.0288 e_tot_ev=-9407.076 orbital_gap_ev=9.26
C 0.580 2.376 -0.758 -0.6270
C 0.454 1.104 0.026 -0.0285
O 1.446 0.146 -0.104 -0.6741
C -0.556 0.942 0.865 0.6628
O -1.473 0.896 1.596 -0.4648
H 1.621 2.712 -0.709 0.2253
H 0.311 2.237 -1.813 0.2074
H -0.057 3.164 -0.344 0.2240
H 1.221 -0.413 -0.862 0.4772
C 0.024 -2.427 0.182 -0.3989
C -1.194 -1.989 0.483 -0.3934
H 0.311 -2.660 -0.842 0.1859
H 0.787 -2.566 0.943 0.2040
H -1.951 -1.820 -0.279 0.1966
H -1.477 -1.755 1.505 0.2035

=====

13
Properties=species:S:1:pos:R:3:nbo_charge:R:1 method="wB97M-V/def2-TZVPD" smiles=CSc1ncoc1O homo_ev=-8.09 lumo_ha=0.0241 e_tot_ev=-20648.456 orbital_gap_ev=8.75
C -2.005 -1.683 0.885 -0.7644
S -0.307 -1.636 0.463 0.2362
C -0.076 -0.031 -0.246 -0.1945
N -0.924 0.706 -1.041 -0.4435
C -0.239 1.799 -1.254 0.3008
O 0.959 1.863 -0.674 -0.3938
C 1.049 0.710 0.010 0.5231
O 2.112 0.554 0.816 -0.6490
H -2.644 -1.351 0.103 0.2367
H -2.255 -2.723 1.193 0.2381
H -2.220 -1.052 1.747 0.2168
H -0.496 2.589 -1.883 0.1888
H 2.051 -0.337 1.216 0.5048

=====

32
Properties=species:S:1:pos:R:3:nbo_charge:R:1 method="wB97M-V/def2-TZVPD" smiles=BrCCBr.BrCCBr.BrCCBr.BrCCBr homo_ev=-10.26 lumo_ha=0.0142 e_tot_ev=-568896.116 orbital_gap_ev=10.65
Br -0.928 2.633 1.558 -0.0245
C -1.840 2.785 3.267 -0.4444
C -1.016 3.629 4.198 -0.4366
Br -1.644 3.338 6.027 -0.0172
H -1.904 1.776 3.662 0.2267
H -2.826 3.178 3.059 0.2389
H -1.113 4.696 4.034 0.2289
H 0.027 3.336 4.186 0.2298
Br 1.620 -1.189 -1.407 -0.0230
C -0.151 -0.514 -1.841 -0.4520
C -0.125 0.993 -1.712 -0.4346
Br -1.937 1.653 -1.998 -0.0132
H -0.869 -1.002 -1.188 0.2387
H -0.345 -0.838 -2.858 0.2268
H 0.466 1.433 -2.506 0.2305
H 0.183 1.319 -0.728 0.2281
Br 4.312 -4.122 -1.284 -0.0054
C 5.075 -2.548 -2.115 -0.4480
C 5.177 -2.790 -3.588 -0.4476
Br 5.979 -1.247 -4.441 -0.0106
H 6.057 -2.415 -1.672 0.2271
H 4.458 -1.691 -1.869 0.2287
H 4.213 -2.948 -4.062 0.2291
H 5.809 -3.644 -3.811 0.2272
Br -2.447 -2.596 0.196 -0.0033
C -3.838 -1.434 0.884 -0.4465
C -3.316 -0.036 0.912 -0.4561
Br -4.734 1.176 1.481 -0.0224
H -4.123 -1.785 1.874 0.2279
H -4.704 -1.546 0.241 0.2296
H -3.051 0.321 -0.079 0.2414
H -2.468 0.079 1.578 0.2261

=====

14
Properties=species:S:1:pos:R:3:nbo_charge:R:1 method="wB97M-V/def2-TZVPD" smiles="C=C(CS)SC" homo_ev=-8.36 lumo_ha=0.0323 e_tot_ev=-25946.922 orbital_gap_ev=9.24
C 0.488 2.112 0.118 -0.3755
C 0.250 0.853 0.216 -0.1837
C -0.919 0.146 0.861 -0.5740
S -2.113 -0.562 -0.285 0.0043
S 1.362 -0.187 -0.681 0.2202
C 1.776 -1.357 0.608 -0.7485
H 1.278 2.590 -0.556 0.2193
H -0.045 2.863 0.670 0.1971
H -1.550 0.860 1.503 0.2283
H -0.646 -0.679 1.508 0.2320
H -2.143 0.467 -1.065 0.1118
H 1.436 -0.867 1.514 0.2189
H 2.857 -1.512 0.650 0.2323
H 1.257 -2.272 0.422 0.2175